A cluster of 3 separate species, C28H51F3N3O6 in total at a distorted geometry, computed with ωB97M-V/def2-TZVPD.

XYZ file:
```
91
C28H51F3N3O6 (ωB97M-V/def2-TZVPD)
C -3.00 1.12 -6.31
C -2.49 0.91 -4.83
O -2.14 -0.50 -4.61
C -3.17 -1.15 -3.95
O -4.32 -1.06 -4.28
C -2.80 -2.04 -2.70
C -3.59 -1.57 -1.40
C -2.81 -1.88 -0.06
C -1.83 -3.08 -0.14
C -0.40 -3.12 -0.07
O 0.45 -2.05 0.07
C 1.34 -2.31 1.21
C 1.45 -1.06 2.19
C 2.98 -0.66 2.27
O 1.03 -1.34 3.53
N 0.03 -4.48 -0.16
C -1.09 -5.25 -0.26
C -1.05 -6.79 -0.33
C -0.90 -7.33 -1.82
F 0.43 -7.16 -2.28
N -2.20 -4.45 -0.26
N -3.55 -4.74 -0.32
C -4.13 -5.01 0.98
O -3.58 -5.44 1.93
F -5.45 -4.66 1.09
C -3.89 -5.73 -1.33
O -4.00 -5.45 -2.47
F -4.14 -7.04 -0.97
H -2.45 1.95 -6.82
H -2.82 0.15 -6.85
H -4.11 1.31 -6.35
H -1.56 1.50 -4.63
H -3.25 1.23 -4.07
H -1.69 -1.90 -2.54
H -3.04 -3.11 -2.92
H -4.63 -1.96 -1.42
H -3.66 -0.44 -1.50
H -2.21 -0.98 0.25
H -3.54 -2.04 0.79
H 2.37 -2.53 0.80
H 1.03 -3.19 1.83
H 0.83 -0.19 1.82
H 3.32 -0.17 1.31
H 3.10 -0.01 3.17
H 3.64 -1.57 2.44
H 0.45 -2.12 3.57
H 1.00 -4.79 -0.13
H -0.12 -7.14 0.21
H -1.91 -7.30 0.17
H -1.61 -6.81 -2.53
H -1.09 -8.43 -1.83
C 5.69 2.73 1.68
C 4.44 3.20 0.96
C 4.39 2.79 -0.51
C 5.51 3.36 -1.38
C 5.60 4.89 -1.40
C 4.35 5.56 -1.97
H 6.59 3.17 1.25
H 5.65 3.02 2.73
H 5.79 1.64 1.63
H 4.34 4.28 1.06
H 3.56 2.77 1.46
H 3.42 3.07 -0.93
H 4.44 1.69 -0.58
H 5.37 3.01 -2.41
H 6.47 2.96 -1.06
H 6.46 5.18 -2.01
H 5.79 5.27 -0.40
H 4.16 5.22 -2.99
H 4.49 6.64 -2.00
H 3.47 5.35 -1.37
C -2.89 3.79 4.69
C -2.81 3.20 3.29
C -1.66 2.21 3.12
C -0.26 2.80 3.31
C 0.08 3.97 2.39
C 0.07 3.60 0.91
H -2.00 4.38 4.93
H -3.75 4.46 4.77
H -3.00 3.01 5.45
H -2.75 4.00 2.55
H -3.75 2.67 3.09
H -1.73 1.75 2.13
H -1.78 1.39 3.84
H 0.48 2.00 3.15
H -0.14 3.12 4.34
H 1.08 4.34 2.65
H -0.61 4.81 2.56
H 0.78 2.79 0.71
H 0.36 4.46 0.30
H -0.92 3.28 0.57
```

## Properties
- energy (eV) = -54761.860
- HOMO-LUMO gap (eV) = 8.7
- net charge = +1
- highest occupied orbital energy (eV) = -12.5


A structure of composition C2H9BN2O2 at a distorted geometry, computed with ωB97M-V/def2-TZVPD.

XYZ file:
```
16
C2H9BN2O2 (ωB97M-V/def2-TZVPD)
B 1.93 -0.01 -0.06
C -2.07 -0.63 -0.48
C 0.39 -0.69 -0.05
N -0.92 1.43 -0.06
N -0.76 0.03 -0.48
O 2.98 -0.86 0.27
O 2.26 1.22 -0.65
H -1.87 -1.70 -0.39
H -2.72 -0.18 0.26
H -2.38 -0.52 -1.47
H 0.35 -1.74 -0.37
H 0.36 -0.85 1.36
H -0.53 1.66 0.79
H -0.56 2.06 -0.66
H 3.87 -0.84 -0.22
H 3.16 1.50 -0.68
```

## Properties
- energy (eV) = -9971.204
- HOMO-LUMO gap (eV) = 8.2
- net charge = 0
- highest occupied orbital energy (eV) = -8.0
- energy above the lowest of the compared OMol25 structures with the same formula, charge and spin (eV) = 0.9271


A cluster of 3 separate species, C3H14NO2 in total at a distorted geometry, computed with ωB97M-V/def2-TZVPD.

XYZ file:
```
20
C3H14NO2 (ωB97M-V/def2-TZVPD)
C -3.05 -0.88 -0.50
C -1.65 -0.31 -0.52
C -1.48 1.05 -1.15
N -0.89 -0.43 0.76
H -3.10 -1.95 -0.09
H -3.71 -0.26 0.18
H -3.40 -0.78 -1.52
H -1.13 -1.13 -1.07
H -2.02 1.80 -0.58
H -1.78 0.96 -2.20
H -0.43 1.36 -1.11
H -0.86 0.45 1.27
H -1.21 -1.14 1.46
H 0.16 -0.59 0.60
H 4.58 -0.74 0.23
H 4.75 0.65 0.65
O 4.28 0.14 -0.03
H 1.99 0.66 1.84
H 2.45 0.23 0.50
O 1.60 0.39 0.99
```

## Properties
- energy (eV) = -8919.905
- HOMO-LUMO gap (spin up / spin down) (eV) = 3.4 / 12.1
- net charge = 0
- multiplicity = 2
- highest occupied orbital energy (spin up / spin down) (eV) = -2.8 / -11.6
- energy above the lowest of the compared OMol25 structures with the same formula, charge and spin (eV) = 0.4294


An isolated molecule of C19H17BN2O4 at a distorted geometry, computed with ωB97M-V/def2-TZVPD.

XYZ file:
```
43
C19H17BN2O4 (ωB97M-V/def2-TZVPD)
N -1.05 -4.53 4.50
C -0.44 -3.92 3.75
C 0.39 -3.06 2.95
C 0.61 -3.58 1.66
C 1.44 -2.90 0.82
C 2.02 -1.68 1.15
C 2.87 -1.09 0.06
C 2.08 -0.71 -1.20
O 1.52 -1.63 -1.76
N 2.01 0.58 -1.68
C 0.92 0.89 -2.69
C -0.38 0.21 -2.45
C -0.84 0.13 -1.03
C -0.86 -0.85 -0.13
O -1.59 -0.66 1.01
C -2.07 0.64 0.88
C -2.92 1.34 1.72
C -3.50 2.50 1.26
C -3.12 3.00 0.00
C -2.28 2.35 -0.85
C -1.72 1.16 -0.40
B 0.79 2.47 -2.60
O 0.74 3.02 -1.39
O 0.74 3.35 -3.70
C 1.85 -1.22 2.49
C 1.01 -1.94 3.38
H 0.04 -4.43 1.31
H 1.62 -3.22 -0.23
H 3.64 -1.82 -0.11
H 3.40 -0.17 0.46
H 2.23 1.51 -1.17
H 1.20 0.76 -3.73
H -1.19 0.72 -2.97
H -0.23 -0.83 -2.80
H -0.33 -1.81 -0.12
H -3.30 0.81 2.59
H -4.13 2.99 1.92
H -3.66 3.87 -0.26
H -1.94 2.78 -1.82
H 0.46 3.98 -1.49
H 0.96 2.83 -4.52
H 2.09 -0.17 2.74
H 0.93 -1.71 4.44
```

## Properties
- energy (eV) = -31826.833
- HOMO-LUMO gap (eV) = 8.5
- net charge = 0
- highest occupied orbital energy (eV) = -8.4
- energy above the lowest of the compared OMol25 structures with the same formula, charge and spin (eV) = 1.3179
- SMILES = N#Cc1ccc(CC(=O)N[C@@H](Cc2coc3ccccc23)B(O)O)cc1


A cluster of 2 separate species, C3H2N2S2 in total at a distorted geometry, computed with ωB97M-V/def2-TZVPD.

XYZ file:
```
9
C3H2N2S2 (ωB97M-V/def2-TZVPD)
C -1.49 -0.23 1.14
C 0.90 -0.40 1.70
C -0.20 -0.53 0.83
N -2.59 0.08 1.39
N 1.69 -0.52 2.52
S 0.29 -0.72 -0.90
S 0.75 1.23 -3.11
H -0.93 -0.73 -1.25
H 1.58 1.82 -2.34
```

## Properties
- energy (eV) = -27790.043
- HOMO-LUMO gap (spin up / spin down) (eV) = 6.9 / 7.6
- net charge = 0
- highest occupied orbital energy (spin up / spin down) (eV) = -9.6 / -10.3
- energy above the lowest of the compared OMol25 structures with the same formula, charge and spin (eV) = 3.1146


A structure of composition C3H5FS2 at a distorted geometry, computed with ωB97M-V/def2-TZVPD.

XYZ file:
```
11
C3H5FS2 (ωB97M-V/def2-TZVPD)
C -0.96 -0.77 0.40
C -0.92 0.33 -0.66
C 1.98 0.57 0.07
H -1.99 -0.95 0.71
H -0.73 -1.67 -0.11
H -1.35 1.40 -0.40
H -1.76 0.07 -1.38
H 1.75 -0.20 1.50
F -0.21 -0.57 1.51
S 0.90 0.39 -1.15
S 3.31 1.40 -0.50
```

## Properties
- energy (eV) = -27575.568
- HOMO-LUMO gap (eV) = 8.0
- net charge = 0
- highest occupied orbital energy (eV) = -8.5
- energy above the lowest of the compared OMol25 structures with the same formula, charge and spin (eV) = 3.9148


A structure of composition C13H21BMoN6O at a distorted geometry, computed with ωB97M-V/def2-TZVPD.

XYZ file:
```
43
C13H21BMoN6O (ωB97M-V/def2-TZVPD)
H 1.14 -1.33 2.69
N -0.41 -1.48 1.16
B -2.46 -2.28 -0.17
N -1.59 -2.22 1.11
C -1.70 -2.95 2.24
Mo 0.03 -0.32 -0.59
H -2.52 -3.65 2.38
C -0.60 -2.69 3.03
H -0.39 -3.17 3.96
C 0.19 -1.76 2.36
H -3.34 -3.05 -0.08
C 1.82 1.40 -2.39
H 2.79 1.91 -2.20
H 1.02 2.14 -2.49
H 1.91 0.82 -3.31
N -1.54 -2.73 -1.35
N -2.96 -0.81 -0.39
N -0.40 -1.99 -1.66
N -1.98 0.18 -0.54
C -1.61 -3.78 -2.20
C -4.17 -0.28 -0.63
H -2.44 -4.48 -2.12
H -5.05 -0.90 -0.64
C -0.50 -3.75 -3.06
C -4.00 1.08 -0.94
C 0.25 -2.62 -2.69
C -2.64 1.34 -0.84
H -0.29 -4.45 -3.83
H -4.78 1.74 -1.24
H 1.17 -2.19 -3.07
H -2.10 2.26 -1.00
H 1.56 0.67 -1.52
C 2.76 0.78 1.16
C 1.47 1.47 1.58
C 1.68 2.84 2.22
O 0.60 1.61 0.48
H 3.23 1.31 0.32
H 2.58 -0.26 0.86
H 3.46 0.77 1.99
H 0.99 0.80 2.32
H 2.08 3.54 1.48
H 0.73 3.23 2.59
H 2.38 2.80 3.05
```

## Properties
- energy (eV) = -27324.865
- HOMO-LUMO gap (spin up / spin down) (eV) = 5.9 / 6.3
- net charge = +2
- multiplicity = 3
- highest occupied orbital energy (spin up / spin down) (eV) = -16.2 / -15.8


An isolated molecule of C19H21FNO3P at a distorted geometry, computed with ωB97M-V/def2-TZVPD.

XYZ file:
```
46
C19H21FNO3P (ωB97M-V/def2-TZVPD)
C -0.48 -5.43 -0.83
C 0.23 -4.15 -1.22
O -0.38 -2.92 -0.64
P -0.41 -1.43 -1.36
O -0.21 -1.56 -2.83
O -1.82 -0.84 -0.87
C -3.02 -1.63 -0.94
C -4.17 -0.67 -0.86
C 0.73 -0.10 -0.44
C 2.05 -0.61 -0.80
N 3.17 -0.81 -1.11
C 0.97 1.41 -0.20
C 2.32 1.93 0.57
C 3.45 2.34 -0.17
C 4.74 2.29 0.40
C 4.89 1.97 1.76
C 3.74 1.85 2.54
C 2.47 1.99 1.96
C -0.28 2.09 0.36
C -1.15 2.80 -0.49
C -2.51 2.90 -0.17
C -2.92 2.40 1.06
F -4.25 2.43 1.37
C -2.04 1.87 1.99
C -0.70 1.74 1.64
H 0.14 -6.28 -1.15
H -0.63 -5.53 0.24
H -1.43 -5.53 -1.36
H 1.27 -4.19 -0.90
H 0.19 -4.02 -2.31
H -3.04 -2.17 -1.89
H -3.00 -2.31 -0.10
H -5.13 -1.18 -0.85
H -4.12 -0.06 0.05
H -4.17 0.00 -1.72
H 0.41 -0.33 0.57
H 1.16 1.75 -1.27
H 3.37 2.58 -1.23
H 5.63 2.49 -0.21
H 5.89 1.89 2.20
H 3.84 1.66 3.62
H 1.61 2.07 2.64
H -0.79 3.17 -1.46
H -3.22 3.35 -0.85
H -2.38 1.54 2.97
H -0.02 1.23 2.31
```

## Properties
- energy (eV) = -39682.116
- HOMO-LUMO gap (eV) = 9.4
- net charge = 0
- highest occupied orbital energy (eV) = -8.9
- SMILES = CCOP(=O)(OCC)[C@@H](C#N)[C@H](c1ccccc1)c1ccc(F)cc1


A cluster of 14 separate species, C49H122N14O22 in total at a distorted geometry, computed with ωB97M-V/def2-TZVPD.

XYZ file:
```
207
C49H122N14O22 (ωB97M-V/def2-TZVPD)
C -15.28 12.51 4.84
N -14.01 11.76 4.98
C -13.79 11.21 3.54
C -12.82 12.70 5.40
C -14.26 10.60 6.00
C -13.19 9.41 5.90
O -11.87 9.85 6.13
H -15.66 12.96 5.76
H -15.98 11.70 4.59
H -15.19 13.30 4.09
H -12.84 10.67 3.62
H -13.47 12.08 2.96
H -14.56 10.67 3.00
H -12.81 13.40 4.57
H -11.94 12.07 5.47
H -13.22 13.03 6.37
H -15.31 10.29 5.97
H -14.14 11.12 6.95
H -13.29 8.79 5.01
H -13.20 8.68 6.71
H -11.22 9.15 6.03
C -13.32 16.76 2.89
C -12.69 16.66 1.42
C -13.37 17.67 0.41
O -13.20 19.00 0.96
C -14.24 19.92 0.78
N -11.16 16.78 1.43
H -10.78 17.72 1.51
H -10.75 16.06 2.01
H -10.77 16.56 0.52
H -13.49 17.82 3.11
H -12.75 16.18 3.62
H -14.31 16.32 2.88
H -12.83 15.66 0.99
H -14.42 17.39 0.49
H -13.08 17.50 -0.62
H -14.63 19.85 -0.24
H -14.24 20.98 1.03
H -15.01 19.56 1.46
C -19.09 12.36 3.59
C -19.34 13.94 3.61
C -18.90 14.60 4.90
O -17.56 14.52 4.92
C -16.94 15.57 5.66
N -18.53 14.61 2.48
H -17.63 14.26 2.18
H -19.01 14.54 1.60
H -18.48 15.57 2.77
H -18.04 12.12 3.74
H -19.40 11.89 2.66
H -19.46 11.77 4.43
H -20.37 14.20 3.37
H -19.38 14.00 5.66
H -19.37 15.59 4.90
H -17.32 15.60 6.68
H -17.10 16.51 5.13
H -15.86 15.44 5.75
C -15.54 3.18 12.79
C -15.01 4.41 11.98
C -14.35 4.14 10.59
O -14.11 5.37 10.01
C -13.67 5.36 8.67
N -16.21 5.47 11.84
H -16.73 5.69 12.68
H -16.03 6.30 11.29
H -16.91 4.95 11.31
H -16.35 2.65 12.29
H -15.88 3.52 13.77
H -14.71 2.49 12.97
H -14.49 5.03 12.71
H -15.09 3.51 10.08
H -13.48 3.50 10.66
H -13.63 6.42 8.42
H -14.39 4.88 8.01
H -12.67 4.93 8.69
C -20.08 12.38 13.48
C -18.90 13.16 12.90
C -18.40 12.53 11.46
N -17.08 13.06 10.91
C -15.86 12.56 11.76
C -17.03 14.54 10.67
C -17.62 14.76 9.27
C -17.17 13.52 8.50
C -16.95 12.37 9.44
H -20.98 12.27 12.87
H -20.41 12.79 14.43
H -19.81 11.36 13.74
H -17.99 13.27 13.48
H -19.21 14.20 12.76
H -19.16 12.65 10.68
H -18.24 11.45 11.44
H -15.85 13.20 12.64
H -15.00 12.88 11.17
H -15.88 11.48 11.88
H -15.98 14.83 10.59
H -17.49 15.04 11.51
H -17.32 15.69 8.81
H -18.69 14.92 9.15
H -16.19 13.74 8.07
H -17.90 13.21 7.75
H -15.94 11.96 9.40
H -17.66 11.55 9.31
C -13.06 8.07 1.31
C -13.36 6.63 1.70
C -13.24 6.36 3.23
N -13.58 4.96 3.87
C -12.45 3.94 3.60
C -14.93 4.42 3.33
C -15.98 5.22 4.10
C -15.42 5.22 5.51
C -13.91 5.32 5.44
H -13.91 8.75 1.24
H -12.36 8.04 0.47
H -12.48 8.64 2.03
H -12.59 5.97 1.32
H -14.31 6.32 1.26
H -13.90 7.13 3.62
H -12.21 6.39 3.58
H -12.69 3.02 4.13
H -11.65 4.40 4.18
H -12.42 3.83 2.51
H -14.88 3.37 3.58
H -14.97 4.41 2.24
H -16.93 4.71 3.92
H -16.16 6.21 3.67
H -15.68 4.24 5.89
H -15.86 5.87 6.27
H -13.24 4.71 6.04
H -13.56 6.28 5.81
C -12.29 12.21 9.46
C -11.85 10.84 10.16
C -12.82 10.17 11.19
N -12.25 8.91 11.93
C -12.01 7.83 10.83
C -10.98 9.19 12.74
C -11.11 8.35 14.00
C -12.38 7.55 13.92
C -13.28 8.36 12.97
H -11.83 12.33 8.48
H -11.93 12.97 10.16
H -13.34 12.20 9.20
H -10.80 10.93 10.45
H -11.85 10.15 9.31
H -13.82 9.95 10.81
H -12.88 10.91 11.99
H -11.38 7.08 11.31
H -11.39 8.15 9.99
H -12.99 7.45 10.54
H -10.12 8.97 12.11
H -10.83 10.24 12.97
H -10.24 7.74 14.22
H -11.05 9.04 14.85
H -12.21 6.54 13.55
H -12.86 7.33 14.87
H -14.14 7.81 12.58
H -13.69 9.25 13.47
C -4.96 14.16 6.29
C -6.25 13.32 6.66
C -6.03 11.76 6.48
N -7.10 10.84 7.04
C -8.45 11.10 6.34
C -7.11 10.75 8.54
C -7.12 9.32 9.01
C -7.39 8.60 7.79
C -6.72 9.45 6.78
H -5.11 15.19 5.96
H -4.35 13.63 5.56
H -4.40 14.23 7.22
H -7.04 13.65 5.98
H -6.71 13.62 7.60
H -5.11 11.50 7.00
H -5.87 11.52 5.42
H -9.24 10.49 6.78
H -8.37 11.00 5.26
H -8.66 12.15 6.50
H -8.10 11.15 8.76
H -6.30 11.31 9.02
H -7.74 9.17 9.90
H -6.14 9.05 9.41
H -8.44 8.32 7.67
H -6.95 7.60 7.83
H -6.82 9.13 5.74
H -5.64 9.32 6.90
N -9.93 14.06 3.39
O -10.18 13.64 2.28
O -9.99 13.22 4.30
O -9.64 15.23 3.55
N -16.90 8.89 3.13
O -18.06 9.31 3.18
O -16.42 8.48 2.12
O -16.19 8.93 4.15
N -10.29 7.07 5.19
O -11.01 6.94 6.17
O -9.96 6.07 4.66
O -10.07 8.16 4.74
N -13.71 15.84 8.34
O -13.97 14.98 9.21
O -13.47 16.97 8.65
O -13.69 15.51 7.22
N -15.39 14.19 0.71
O -15.99 13.36 1.42
O -14.43 13.84 0.02
O -15.89 15.27 0.69
N -15.98 8.44 9.19
O -15.57 8.18 10.41
O -16.44 7.49 8.56
O -15.82 9.51 8.57
```

## Properties
- energy (eV) = -118653.534
- HOMO-LUMO gap (eV) = 6.0
- net charge = +2
- highest occupied orbital energy (eV) = -10.3